Run i
C6H10N2O | the ωB97M-V functional and the def2-TZVPD basis

SMILES   C/C=C1/N=CC[N@+]1(C)[O-]

```
! RIJCOSX wB97M-V def2-TZVPD def2/J DEFGRID3
* xyz 0 1
C 2.11 1.35 0.87
C 1.18 1.28 -0.27
C 0.02 0.64 -0.48
N -0.90 0.76 -1.62
C -1.88 0.02 -1.45
C -1.96 -0.70 -0.11
N -0.53 -0.50 0.38
C 0.32 -1.67 0.09
O -0.59 -0.24 1.64
H 2.28 2.43 1.05
H 3.09 1.01 0.53
H 1.80 0.97 1.85
H 1.47 2.00 -1.03
H -2.79 0.11 -2.06
H -2.64 0.05 0.45
H -2.45 -1.64 0.06
H -0.08 -2.47 0.71
H 0.30 -2.08 -0.96
H 1.26 -1.32 0.36
*
```

natural (NBO) population analysis, charges in e, atoms 1 to 4: C -0.66; C -0.18; C 0.25; N -0.41

***

Run ii
C6H10N2O | the ωB97M-V functional and the def2-TZVPD basis

```
! RIJCOSX wB97M-V def2-TZVPD def2/J DEFGRID3
* xyz 0 1
C 1.76 1.55 0.97
C -1.37 -1.01 -1.93
N 0.94 0.90 -0.05
C 1.20 -0.65 -0.52
C -0.14 -0.40 0.25
C -1.38 -0.32 -0.60
C -0.28 -0.80 1.56
N -2.41 0.33 -0.22
O 2.26 -1.17 -0.41
H 0.40 1.53 -0.64
H -2.27 0.73 0.71
H 2.25 2.42 0.54
H 2.54 0.85 1.28
H 1.17 1.84 1.83
H -1.06 -2.05 -1.81
H -0.66 -0.54 -2.61
H -2.36 -0.97 -2.38
H 0.58 -0.92 2.20
H -1.18 -1.31 1.85
*
```

natural (NBO) population analysis, charges in e, atoms 1 to 4: C -0.44; C -0.67; N -0.56; C 0.62

***

Run iii
C6H10N2O | the ωB97M-V functional and the def2-TZVPD basis

SMILES   C=C(C)/N=C(\C)C(N)=O

```
! RIJCOSX wB97M-V def2-TZVPD def2/J DEFGRID3
* xyz 0 1
C -2.05 -0.67 -1.08
C -1.53 0.14 -0.17
C -2.29 0.88 0.88
N 0.03 0.61 -0.26
C 0.84 -0.27 0.01
C 0.87 -1.69 0.43
C 2.45 0.42 -0.09
N 2.51 1.64 -0.65
O 3.40 -0.20 0.32
H -3.12 -0.85 -1.14
H -1.43 -1.28 -1.73
H -1.93 0.61 1.87
H -2.16 1.95 0.75
H -3.35 0.65 0.82
H 1.28 -1.77 1.43
H 1.54 -2.24 -0.23
H -0.11 -2.17 0.38
H 3.39 2.11 -0.75
H 1.65 2.13 -0.82
*
```

natural (NBO) population analysis, charges in e, atoms 1 to 4: C -0.46; C 0.18; C -0.66; N -0.45

***

Run iv
C6H10N2O | the ωB97M-V functional and the def2-TZVPD basis

SMILES   N[C@@H]1[C@@H]2NCC=CO[C@@H]12

```
! RIJCOSX wB97M-V def2-TZVPD def2/J DEFGRID3
* xyz 0 1
N 0.69 2.75 -0.13
C 0.64 1.56 0.76
C 0.75 0.21 0.14
N 0.69 -0.15 -1.27
C -0.10 -1.42 -1.23
C -0.98 -1.88 -0.08
C -1.33 -1.36 1.13
O -1.04 -0.09 1.61
C -0.55 0.66 0.59
H 0.13 3.52 0.16
H 1.59 3.04 -0.48
H 1.07 1.69 1.79
H 1.16 -0.55 0.78
H 1.60 -0.35 -1.62
H 0.66 -2.23 -1.46
H -0.67 -1.38 -2.18
H -1.23 -2.98 -0.25
H -1.76 -2.12 1.86
H -1.31 1.07 -0.12
*
```

natural (NBO) population analysis, charges in e, atoms 1 to 4: N -0.85; C -0.06; C -0.11; N -0.59

***

Ranking the structures above by stability puts run iii first and run i last.